(1)
14
Properties=species:S:1:pos:R:3:forces:R:3:mulliken_spin:R:1 method="wB97M-V/def2-TZVPD" e_homo_ev="-10.2473 / -15.8074" orbital_gap_ev="6.658 / 8.737" total_charge=+1 spin_multiplicity=4
H 3.11456 0.53520 0.17659 -4.53 0.33 -0.41 0.04
O 1.98874 0.56786 0.11147 7.59 -3.39 1.06 -0.04
C 1.40593 -0.67550 -0.27459 0.29 -1.51 -0.39 -0.01
C -0.02636 -0.68675 0.20958 0.16 -1.51 0.44 0.02
O -0.62202 0.55192 -0.18678 -5.17 -6.49 -0.71 0.01
C -2.03289 0.60633 0.00838 -1.53 0.19 0.18 -0.05
Pd 0.59001 1.80628 -0.07834 2.71 11.80 -0.01 2.92
H 1.95329 -1.50906 0.18429 -0.21 0.16 -0.12 0.01
H 1.44582 -0.78541 -1.36774 0.02 0.09 0.23 0.01
H -0.08083 -0.77207 1.30585 -0.05 0.11 -0.27 0.01
H -0.57501 -1.52280 -0.24637 0.16 0.23 0.09 0.02
H -2.36538 1.61186 -0.26924 0.15 -0.24 0.06 0.07
H -2.51993 -0.13807 -0.63522 0.25 0.19 0.13 0.00
H -2.27593 0.41022 1.06212 0.17 0.07 -0.28 -0.01

---

(2)
22
Properties=species:S:1:pos:R:3:forces:R:3:lowdin_charge:R:1 method="wB97M-V/def2-TZVPD" e_homo_ev=-0.0432 smiles="NN[C@@H](c1ccccc1)P(=O)([O-])[O-]" orbital_gap_ev=5.785 total_charge=-2 e_above_lowest_ev=0.000
N -0.72571 -2.65782 -0.19812 2.35 -2.54 2.33 -0.08
N -1.21280 -1.43430 -0.53333 -4.37 1.20 -0.33 -0.23
C -1.04718 -0.35628 0.37496 0.02 1.41 0.89 -0.36
C 0.23891 0.26777 0.18236 0.82 1.30 -2.17 -0.23
C 1.01594 0.74475 1.24779 -2.20 0.16 1.62 -0.08
C 2.29811 1.17531 1.07254 0.39 -0.93 -3.34 -0.14
C 2.92511 1.14052 -0.23004 -3.35 -0.12 1.03 -0.13
C 2.09460 0.84560 -1.33116 -1.19 -0.38 0.91 -0.13
C 0.75329 0.44489 -1.16505 0.86 -0.58 2.41 -0.02
P -2.88003 0.56133 -0.02344 0.96 1.54 0.59 0.07
O -2.86115 0.36060 -1.51899 -0.53 -0.14 -0.32 -0.44
O -2.82991 1.98909 0.45775 0.28 0.26 0.08 -0.47
O -3.71419 -0.35232 0.83039 -0.44 -0.84 -0.03 -0.45
H 0.28557 -2.53826 -0.37566 -0.38 -0.57 0.03 0.05
H -0.69142 -2.90859 0.88986 -0.64 1.01 -2.15 0.09
H -2.29460 -1.38056 -0.67512 2.51 -1.43 -0.37 0.10
H -1.07699 -0.51554 1.47113 -0.71 -0.86 -0.22 0.09
H 0.41937 0.80925 2.26201 1.65 -0.29 -1.79 0.14
H 2.90613 1.35052 1.87739 1.36 0.86 2.07 0.04
H 3.88919 1.51124 -0.33294 1.75 0.41 -0.29 0.03
H 2.41430 0.87169 -2.34580 0.74 0.21 -0.66 0.06
H 0.09345 0.07111 -1.93654 0.14 0.30 -0.28 0.10

---

(3)
17
Properties=species:S:1:pos:R:3:forces:R:3:lowdin_charge:R:1 method="wB97M-V/def2-TZVPD" e_homo_ev=-7.5852 orbital_gap_ev=8.237 total_charge=0 e_above_lowest_ev=1.971
C 0.98925 1.50331 1.37412 -0.02 0.15 0.11 -0.12
C -0.19720 0.88229 0.71909 0.11 -0.38 -0.93 -0.16
C -0.21869 0.40169 -0.55022 -1.34 1.22 1.60 -0.40
N 0.66485 0.76173 -1.54896 0.52 -0.49 -0.26 0.12
C -1.34199 -0.57706 -0.87828 0.62 0.23 -0.41 -0.15
C -1.05946 -1.79990 -0.03768 -0.15 0.07 0.04 -0.11
C 0.18000 -2.22522 0.04916 0.94 -2.27 0.52 -0.19
O 1.22378 -2.77501 0.11765 -1.51 1.40 -0.21 0.16
H 0.86205 1.45845 2.46117 0.12 0.14 -0.19 0.07
H 1.89166 0.92836 1.13567 0.08 0.24 -0.02 0.07
H 1.12131 2.54802 1.08788 0.25 0.10 0.08 0.07
H -1.05199 0.70701 1.36920 0.09 -0.29 -0.29 0.10
H 1.51242 1.21941 -1.22713 -0.21 -0.15 -0.13 0.09
H 0.84244 0.04071 -2.24382 0.06 0.29 0.19 0.10
H -1.33458 -0.85216 -1.93989 -0.14 0.23 0.06 0.11
H -2.32482 -0.15581 -0.63529 0.30 -0.14 -0.06 0.12
H -1.75904 -2.06582 0.74733 0.25 -0.34 -0.10 0.12

---

(4)
26
Properties=species:S:1:pos:R:3:forces:R:3:lowdin_charge:R:1 method="wB97M-V/def2-TZVPD" e_homo_ev=-8.1059 smiles="O=C1OC[C@@H](F)O1.CCP(C)#[PH]S" orbital_gap_ev=8.653 total_charge=0
O 2.75214 -0.03064 1.86503 1.59 1.28 -2.29 0.14
C 3.38079 0.49106 0.95922 -1.43 -1.76 2.66 -0.50
O 4.73519 0.37979 0.80202 -1.02 0.11 0.29 0.08
C 5.04793 1.00949 -0.42420 1.24 -0.14 -0.30 -0.08
C 3.90174 1.94422 -0.60921 -0.36 0.34 -0.71 -0.33
F 3.62681 2.11635 -1.92163 -0.09 0.24 -0.17 0.08
O 2.82090 1.26197 -0.01490 0.58 -0.08 0.61 0.12
H 5.11029 0.25398 -1.21459 -0.20 0.21 -0.05 0.15
H 6.00584 1.53299 -0.36297 -0.15 -0.15 0.17 0.15
H 4.03373 2.91766 -0.12494 -0.10 -0.02 -0.19 0.18
C -0.18933 -0.81228 0.22953 -1.00 -0.35 0.39 -0.22
C -1.43556 0.22267 -0.18629 1.18 -0.87 -1.16 -0.48
P -2.91988 -0.29858 0.92088 -0.26 0.54 0.27 0.58
C -4.59136 0.31896 0.23434 -1.52 -0.37 -0.26 -0.41
P -3.02893 -2.51105 0.82576 1.10 0.37 0.17 0.22
S -3.82404 -3.17870 -1.04946 -0.49 0.16 -0.97 0.16
H 0.86112 -0.32422 0.06265 -2.23 -1.06 0.26 0.05
H -0.34263 -1.07490 1.38312 0.66 0.61 -2.47 0.06
H -0.33314 -1.84078 -0.35730 0.52 2.37 1.22 0.07
H -1.06228 1.32697 0.00207 -1.21 -2.23 -0.20 0.08
H -1.69159 0.07934 -1.32908 0.62 0.46 2.20 0.07
H -5.25846 -0.63738 -0.01636 1.41 2.11 0.46 0.02
H -5.14098 0.88151 1.13224 1.25 -1.01 -2.21 0.05
H -4.52794 0.96336 -0.74042 -0.10 -1.05 1.98 0.05
H -3.95665 -2.85892 1.91063 -0.14 0.78 -1.20 -0.12
H -3.97370 -2.13291 -1.97611 0.12 -0.51 1.50 -0.18

---

(5)
44
Properties=species:S:1:pos:R:3:forces:R:3:lowdin_charge:R:1 method="wB97M-V/def2-TZVPD" e_homo_ev=-4.8603 orbital_gap_ev=7.581 total_charge=-1 e_above_lowest_ev=20.021
I -16.47316 4.96395 15.95220 -2.59 1.41 -0.58 1.80
O -15.87928 7.16838 17.46230 1.01 2.95 3.22 -0.16
H -16.31247 7.75189 16.83933 0.83 -0.46 -0.07 0.02
H -16.00982 6.29176 17.10073 -0.79 0.70 1.72 -0.22
C -13.85542 3.17687 16.22074 2.18 0.29 1.07 -0.25
C -13.34502 4.56382 16.71932 0.63 0.55 -1.22 -0.18
O -12.81276 5.29274 15.58802 5.69 -5.98 4.45 -0.14
O -14.71909 3.08389 15.12970 6.59 0.87 -4.73 -0.17
H -14.41305 2.72699 17.04218 2.74 0.69 0.11 0.06
H -12.98201 2.58963 15.93720 0.12 -0.07 0.06 0.13
H -12.60422 4.57752 17.51877 0.79 -1.30 -0.15 0.11
H -14.07493 5.10698 17.31958 -0.51 0.19 -0.76 0.08
H -13.30826 6.09563 15.41070 2.95 -1.49 4.12 -0.14
H -15.54800 3.45092 15.44561 3.31 4.15 -2.89 -0.19
C -16.03256 2.27612 16.68471 -4.40 -2.13 3.11 -0.34
C -17.30938 1.44801 16.81860 -0.21 0.73 0.75 -0.22
O -17.38455 0.31945 15.94434 -0.13 0.49 0.16 -0.06
O -15.89629 3.22673 17.78749 -0.28 -4.35 2.11 -0.20
H -15.95164 2.79962 15.73208 -4.94 -6.62 3.82 -0.04
H -15.19739 1.57573 16.69074 -0.49 -0.39 0.22 0.13
H -18.17744 2.08950 16.66673 -0.14 -0.08 -0.64 0.11
H -17.42864 1.18879 17.87059 0.21 -0.59 0.26 0.11
H -16.55004 -0.15352 15.98291 0.15 0.05 0.07 0.07
H -16.16978 4.11398 17.54337 -0.08 -0.50 0.94 -0.14
C -19.33421 7.55552 16.32851 -0.95 0.19 -2.52 -0.27
C -19.84278 6.16768 15.88801 0.26 -0.65 -0.01 -0.24
O -18.95024 5.31071 15.19930 -3.10 1.42 -1.61 -0.22
O -18.17102 7.46523 17.03523 -0.21 -0.21 1.61 -0.10
H -20.15963 8.11742 16.76562 -0.23 -0.18 0.84 0.11
H -19.06032 8.19403 15.48864 -0.52 -0.26 -0.98 0.12
H -20.69991 6.25678 15.22057 -0.22 0.38 0.22 0.11
H -20.13622 5.58015 16.75795 -0.49 0.42 0.52 0.11
H -18.21173 5.10141 15.77584 -1.79 0.04 0.36 -0.25
H -17.70661 8.30360 16.97994 -0.53 0.10 0.38 0.09
C -15.24837 6.32477 13.44576 -1.05 1.27 0.47 -0.29
C -14.07832 6.44093 14.40630 -2.53 1.86 -6.62 -0.23
O -14.31200 6.74046 15.84698 -0.54 4.99 -4.05 -0.14
O -15.80377 5.05994 13.25937 0.61 0.17 -1.62 -0.14
H -15.18692 6.70832 12.42732 1.04 0.40 0.16 0.12
H -15.93537 6.99599 13.96111 -1.07 0.26 -0.33 0.09
H -13.36333 7.06434 13.86940 -0.21 1.75 1.02 0.14
H -13.43389 5.58377 14.21114 -1.72 -0.58 -0.84 0.12
H -15.12445 6.30796 16.11988 1.07 0.44 -0.90 -0.14
H -16.18613 4.93641 14.13123 -0.42 -0.95 -1.30 -0.17

---

(6)
88
Properties=species:S:1:pos:R:3:forces:R:3:lowdin_charge:R:1 method="wB97M-V/def2-TZVPD" e_homo_ev=-9.8917 orbital_gap_ev=7.364 total_charge=+1 e_above_lowest_ev=0.018
Os 0.01882 -0.90627 -0.63576 0.11 -0.02 -0.03 1.11
O 0.81014 -2.29444 -1.85800 -0.12 -0.12 0.03 -0.23
C 0.97238 -3.55123 -1.51809 0.01 0.00 -0.01 -0.35
C 1.48715 -4.40631 -2.52004 0.01 0.00 -0.02 -0.01
C 1.72210 -5.73431 -2.28604 -0.01 -0.02 0.04 -0.06
C 1.45727 -6.30512 -1.02825 0.00 0.04 -0.03 -0.08
C 0.95362 -5.50584 -0.04234 0.02 -0.01 -0.01 -0.05
C 0.69214 -4.12630 -0.24327 -0.05 0.06 0.04 -0.16
C 0.13220 -3.43972 0.88316 0.02 -0.02 -0.03 -0.06
N -0.21567 -2.19342 0.89960 0.03 -0.08 0.00 -0.18
N -0.77440 -1.74418 2.09530 -0.01 0.01 -0.01 0.14
C -1.28300 -0.58247 2.01370 -0.02 0.03 0.02 -0.35
O -1.24561 0.12856 0.82472 0.02 0.01 0.03 -0.31
C -1.89849 0.08750 3.16947 0.00 -0.03 -0.02 -0.18
C -1.82841 1.47154 3.28310 0.00 0.02 0.01 -0.06
C -2.39447 2.10347 4.37793 0.01 -0.01 0.00 -0.06
C -3.03149 1.35486 5.35789 0.00 -0.01 -0.01 -0.06
C -3.09370 -0.02882 5.24799 0.00 0.01 0.01 -0.06
C -2.52688 -0.66576 4.15724 0.00 -0.01 0.00 -0.01
H 1.69595 -3.95913 -3.48304 0.00 0.00 0.00 0.12
H 2.12020 -6.35062 -3.08211 0.00 0.00 0.00 0.11
H 1.64551 -7.35355 -0.84764 0.00 0.00 0.00 0.11
H 0.73724 -5.92483 0.93351 0.00 0.00 0.00 0.11
H -0.03429 -4.00386 1.79704 -0.01 0.00 0.00 0.14
H -1.30646 2.04964 2.53087 0.02 0.01 0.00 0.09
H -2.33030 3.18010 4.47046 0.00 0.00 0.00 0.11
H -3.47862 1.84858 6.21039 0.00 0.00 0.00 0.11
H -3.58970 -0.61114 6.01258 0.00 0.00 0.00 0.11
H -2.56900 -1.74193 4.05858 0.00 0.00 0.00 0.12
N 2.05425 1.27056 -1.28443 0.01 0.01 -0.01 -0.06
P 1.75155 0.21996 0.03260 -0.02 0.08 0.04 0.88
C 1.52818 1.36331 1.42510 -0.02 0.09 -0.06 -0.33
C 1.65271 0.88271 2.72854 0.03 -0.01 0.00 -0.09
C 1.48404 1.73804 3.80631 0.04 -0.02 -0.01 -0.07
C 1.20040 3.07997 3.59022 -0.01 0.02 -0.01 -0.08
C 1.05537 3.56045 2.29626 -0.03 -0.01 0.02 -0.07
C 1.20538 2.70289 1.21417 0.01 -0.02 0.02 -0.08
C 3.35027 -0.53831 0.38925 0.03 -0.01 -0.01 -0.32
C 4.41857 0.24303 0.83658 -0.01 -0.02 0.01 -0.09
C 5.65761 -0.33545 1.05131 -0.01 0.01 0.01 -0.07
C 5.83506 -1.69756 0.83495 0.00 0.00 0.00 -0.06
C 4.77589 -2.47841 0.40036 0.00 0.00 0.00 -0.06
C 3.53489 -1.89894 0.17307 -0.01 -0.01 -0.01 -0.06
C 1.32430 1.12541 -2.43862 0.00 0.02 0.03 -0.36
C 1.61721 1.84876 -3.59729 0.00 0.00 0.00 0.00
C 0.86657 1.62376 -4.72803 -0.02 -0.01 0.00 -0.05
C -0.15037 0.67126 -4.69749 0.01 0.01 0.01 -0.04
C -0.38308 0.00643 -3.51809 -0.01 -0.01 0.00 -0.12
N 0.30683 0.24932 -2.38968 0.04 0.02 -0.02 -0.08
H 2.87526 1.85557 -1.32817 -0.01 -0.01 0.00 0.12
H 1.89991 -0.15865 2.90271 0.01 -0.02 0.00 0.12
H 1.58490 1.35886 4.81462 0.00 0.00 0.00 0.12
H 1.08748 3.74991 4.43273 0.00 0.00 0.00 0.11
H 0.82506 4.60409 2.12393 0.00 0.00 0.00 0.11
H 1.08288 3.08196 0.20651 -0.02 0.00 0.01 0.10
H 4.27984 1.30039 1.03296 -0.01 0.01 0.01 0.11
H 6.48378 0.27165 1.39663 0.00 0.00 0.00 0.11
H 6.80265 -2.14854 1.01117 0.00 0.00 0.00 0.11
H 4.91150 -3.53909 0.23540 0.00 0.00 0.00 0.11
H 2.71009 -2.50587 -0.17197 0.03 0.02 0.01 0.07
H 2.43206 2.55966 -3.59282 0.00 0.00 0.00 0.12
H 1.07907 2.17278 -5.63567 0.00 0.00 0.00 0.12
H -0.74387 0.44396 -5.57034 0.00 0.00 0.00 0.11
H -1.14910 -0.75205 -3.44028 0.02 0.00 0.01 0.09
C -3.54761 -1.96662 -3.51552 0.00 0.00 0.01 -0.07
C -3.83260 -0.61098 -3.60408 -0.01 -0.01 -0.01 -0.07
C -3.55140 0.23512 -2.53859 -0.02 -0.01 0.02 -0.09
C -3.00525 -0.26505 -1.35534 -0.01 0.01 -0.02 -0.27
C -2.75714 -1.64409 -1.26909 0.00 0.00 0.00 -0.13
C -3.00728 -2.48541 -2.34558 0.00 0.00 0.01 -0.06
Si -2.62339 0.86331 0.07247 -0.07 0.01 -0.03 0.72
C -2.18134 2.59264 -0.39219 0.06 0.01 0.01 -0.25
C -1.52401 2.91753 -1.58289 -0.01 0.00 0.02 -0.09
C -1.13366 4.22202 -1.84409 0.01 0.01 0.00 -0.07
C -1.39983 5.22414 -0.91970 0.00 -0.01 0.00 -0.07
C -2.07110 4.92439 0.25740 0.00 -0.01 0.01 -0.07
C -2.46017 3.61835 0.51698 0.00 0.02 0.00 -0.10
H -3.75535 -2.62041 -4.35216 0.00 0.00 0.00 0.11
H -4.26728 -0.20845 -4.50988 0.00 0.00 0.00 0.11
H -3.75931 1.29453 -2.63512 -0.01 0.00 0.00 0.11
H -2.41028 -2.08519 -0.33773 -0.02 0.00 -0.01 0.09
H -2.79646 -3.54379 -2.26272 0.00 0.00 0.00 0.12
H -3.67123 0.85570 1.10594 0.00 -0.02 -0.01 0.05
H -1.32418 2.14950 -2.31869 0.00 0.00 -0.01 0.08
H -0.62944 4.45879 -2.77244 0.00 0.00 0.00 0.11
H -1.09753 6.24298 -1.12468 0.00 0.00 0.00 0.11
H -2.29732 5.70826 0.96843 0.00 0.00 0.00 0.11
H -2.98825 3.39592 1.43782 -0.01 0.01 -0.01 0.10

---

no.,strongest force on any atom (eV Å⁻¹)
1,12.1
2,4.5
3,2.5
4,3.5
5,9.4
6,0.2